DFT (ωB97M-V with the def2-TZVPD basis set) results for a cluster of 2 separate species, C5H14 in total.

Calculated values
Structure (SMILES): CCC.CC
ΔE to the lowest compared entry with this formula, charge and spin, kJ/mol: 220.3
E_LUMO, eV: 0.981
HOMO level, eV: -10.82
HOMO-LUMO gap, eV: 11.80

```
19
Properties=species:S:1:pos:R:3:forces:R:3
C 0.284087 0.407586 -2.951385 -0.569 0.996 -0.525
C 0.012414 -0.377962 -1.694073 3.168 1.440 1.333
C 0.264240 -1.819002 -1.380276 -0.612 -0.224 0.447
H 0.402509 -0.143880 -3.875481 0.643 -0.273 -0.099
H -0.618676 1.026598 -3.174162 0.710 -0.160 0.257
H 1.116037 1.101414 -2.680954 -0.477 -0.541 -1.177
H -0.903206 -0.155467 -1.333444 -3.383 0.685 0.775
H 0.650653 0.189600 -0.987593 -0.324 -0.378 0.267
H 1.429096 -1.971746 -1.364717 -2.556 -0.625 0.110
H -0.366265 -2.345864 -2.137273 1.215 -0.585 0.467
H -0.367752 -1.940920 -0.371526 2.185 -0.328 -1.831
C -0.243631 1.521522 2.621994 -0.777 1.893 -3.908
C -0.288772 0.108612 3.159241 -1.115 -0.066 1.583
H -1.330101 1.995579 2.423836 2.481 -0.967 0.778
H 0.390924 2.186335 3.253545 -0.855 -0.372 -0.399
H 0.224618 1.597475 1.541182 -0.687 -0.209 2.010
H 0.007869 -0.818665 2.605632 -1.016 1.135 -0.365
H -1.325073 0.087313 3.695719 2.071 -0.952 -0.723
H 0.519336 0.147688 3.872225 -0.100 -0.469 0.999
```
Forces are in eV/Å.

natural (NBO) population analysis, charges in e, atoms 1 to 2:
1 C -0.62
2 C -0.41